{"formula": "C24H36BiBrN2O4P", "method": "ωB97M-V with the def2-TZVPD basis set", "e_above_lowest_ev": 0.1009, "e_homo_ev": -11.2, "lumo_energy_ha": -0.1052, "total_charge": 1, "orbital_gap_ev": 8.360, "e_tot_ev": -121808.8684, "symbols": ["O", "H", "H", "C", "C", "H", "C", "C", "O", "H", "C", "H", "H", "H", "H", "H", "C", "H", "N", "H", "H", "H", "H", "H", "H", "H", "C", "N", "H", "H", "H", "C", "H", "C", "O", "H", "O", "C", "C", "C", "H", "H", "C", "H", "C", "C", "H", "C", "C", "H", "H", "H", "H", "P", "C", "H", "H", "C", "C", "H", "Br", "C", "C", "C", "H", "H", "H", "C", "Bi"], "coordinates": [[1.060, -0.858, 2.247], [2.741, -4.378, -2.092], [-1.902, -4.467, 0.614], [0.201, 0.002, 2.320], [2.904, 3.399, 0.735], [-0.316, -0.954, -4.932], [-0.936, 1.772, -1.351], [-0.349, 0.521, 3.609], [-0.337, 0.568, 1.257], [-3.070, -2.273, 0.685], [-1.207, -4.137, -0.159], [2.024, -1.941, 0.637], [-1.603, -4.460, -1.121], [-4.181, 3.671, -2.279], [-1.628, -1.123, -2.879], [2.709, 5.602, 3.069], [-0.526, -0.322, 4.698], [-1.688, -3.013, -4.546], [3.818, 2.301, -1.204], [3.841, 2.846, -2.059], [0.990, -1.918, -4.257], [1.690, -3.665, 0.508], [-1.091, 0.920, -3.327], [3.250, -3.035, -0.005], [-2.209, -3.475, -2.931], [-3.146, 2.116, -3.899], [-1.489, 2.702, -0.473], [3.940, 3.144, -0.107], [-1.170, -0.468, 6.738], [-2.963, -2.158, -1.070], [1.359, 5.018, 2.061], [-0.793, -1.818, -3.010], [-0.257, -4.639, 0.014], [-1.352, -3.147, -3.517], [3.273, 4.347, 1.588], [2.104, 3.938, 3.263], [1.798, 2.879, 0.745], [1.656, -2.659, -1.416], [-1.531, 1.587, -2.595], [-3.263, 3.155, -2.027], [4.592, 1.650, -1.208], [2.287, -1.927, -1.936], [-1.016, 0.186, 5.890], [-0.286, -1.373, 4.604], [-0.637, 1.878, 3.718], [-2.446, -1.922, -0.138], [1.536, -3.838, -3.252], [-1.081, -2.616, -0.074], [1.731, -3.975, -2.190], [-0.607, -3.940, -3.511], [-1.009, 2.888, 0.477], [-0.476, 2.540, 2.880], [-3.074, 4.094, -0.106], [0.002, -1.814, -1.337], [-1.302, 1.538, 6.013], [-2.352, -0.837, -0.050], [-1.665, 1.953, 6.942], [2.289, 4.744, 2.556], [-2.691, 2.273, -2.930], [1.038, -4.719, -1.801], [-1.472, 4.225, 5.080], [0.200, -1.210, -4.007], [2.180, -2.825, 0.015], [-1.104, 2.369, 4.921], [-0.598, -2.352, 0.873], [4.766, 3.708, 0.007], [0.669, -0.299, -3.622], [-2.649, 3.385, -0.804], [0.822, 0.638, -0.545]]}